138
Properties=species:S:1:pos:R:3 method="wB97M-V/def2-TZVPD" charge=+1 e_tot_ha=-2829.4736 max_force_ev_per_a=2.66 homo_lumo_gap_ev=8.2874
N 1.38441 -4.65480 0.40689
C 0.81398 -4.18706 -0.71188
N 0.12133 -3.07092 -0.65294
C 0.35554 -2.05822 -1.71773
C 1.33342 -2.49718 -2.82783
C 1.76028 -3.96651 -2.81827
C 3.25459 -4.16808 -2.49990
C 4.13038 -4.09575 -3.73446
C 4.17476 -2.73178 -4.42274
N 4.52198 -1.61828 -3.52923
C 5.96500 -1.38338 -3.41349
C 6.64731 -1.44978 -2.04956
C 8.02434 -1.46038 -2.10065
C 8.78464 -1.47659 -0.97808
C 8.23084 -1.52337 0.25760
C 6.87409 -1.51933 0.34549
C 6.09014 -1.46565 -0.78259
O 4.72596 -1.42630 -0.53221
N 0.89953 -4.79081 -1.91063
H 1.85517 -3.99986 1.02649
H 1.29471 -5.59865 0.73821
H 0.26138 -2.63941 0.25237
H 0.75178 -1.17563 -1.23692
H -0.58060 -1.74927 -2.15635
H 0.82201 -2.30728 -3.76192
H 2.18344 -1.83749 -2.83813
H 1.64318 -4.35473 -3.82212
H 3.58124 -3.52126 -1.70372
H 3.34453 -5.18330 -2.11377
H 3.82943 -4.84694 -4.45821
H 5.14843 -4.35013 -3.45226
H 3.21862 -2.51832 -4.88786
H 4.89721 -2.78614 -5.24086
H 4.10397 -0.78735 -3.91911
H 6.14813 -0.37947 -3.78972
H 6.51973 -2.03582 -4.08106
H 8.51385 -1.43982 -3.05607
H 9.85800 -1.45412 -1.06481
H 8.81622 -1.54905 1.15686
H 6.36529 -1.54204 1.29132
H 4.34863 -0.62710 -0.89832
H 1.26593 -5.72671 -1.77760
C -1.88371 1.77511 -0.99673
C -1.57701 1.34130 -2.40375
O -1.78170 0.20062 -2.80619
N -1.05629 2.27435 -3.24201
C -0.75241 3.66382 -2.95270
H -2.29379 0.93112 -0.45034
H -0.97227 2.10970 -0.49558
H -2.62205 2.58772 -0.99185
H -0.87466 1.92833 -4.17063
H -1.32638 4.31130 -3.61840
H 0.30933 3.85271 -3.12090
H -0.99617 3.90884 -1.92451
C -4.11534 5.35957 1.55663
C -3.81165 4.91800 0.14879
O -4.03019 3.76999 -0.23455
N -3.28411 5.83513 -0.69150
C -2.95831 7.23113 -0.41431
H -4.52832 4.52066 2.10654
H -3.20490 5.68552 2.05890
H -4.84410 6.17109 1.55191
H -3.10971 5.48038 -1.61800
H -3.51895 7.86650 -1.08287
H -1.88953 7.38588 -0.58935
H -3.19485 7.49613 0.60689
C -1.13025 -7.84616 -0.64245
C 0.26259 -8.20192 -0.17727
O 1.25126 -7.99870 -0.89084
N 0.39746 -8.74843 1.04220
C -0.64127 -9.05965 2.00801
H -1.06904 -7.41884 -1.63890
H -1.75834 -8.73555 -0.68332
H -1.58428 -7.11240 0.02514
H 1.35720 -8.97079 1.28100
H -0.45188 -8.51801 2.93545
H -0.62334 -10.12789 2.22405
H -1.62247 -8.78920 1.63463
C -4.76471 11.03534 1.45740
C -4.45244 10.63427 0.03950
O -4.65580 9.50005 -0.37875
N -3.93121 11.58175 -0.78178
C -3.62351 12.96652 -0.47156
H -5.17543 10.18236 1.98463
H -3.85712 11.36250 1.96851
H -5.50533 11.83250 1.47189
H -3.74748 11.25055 -1.71534
H -4.19504 13.62563 -1.12672
H -2.56128 13.15323 -0.63636
H -3.86614 13.19757 0.55906
C 5.82260 -4.04559 2.98070
C 4.98345 -3.21324 3.91415
O 4.03716 -2.54957 3.48578
N 5.28982 -3.21276 5.22316
C 6.36131 -3.92924 5.89704
H 5.43484 -3.91727 1.97401
H 6.86033 -3.71402 2.99616
H 5.76827 -5.10275 3.24436
H 4.68192 -2.63162 5.78013
H 5.93822 -4.59419 6.64980
H 7.01908 -3.21713 6.39484
H 6.94285 -4.51553 5.19487
C -2.29657 1.12738 4.38606
C -3.25613 2.29526 4.40486
O -2.86943 3.45053 4.35686
N -4.58330 2.01288 4.47656
C -5.22691 0.71371 4.53840
H -1.28441 1.51421 4.32671
H -2.39310 0.53594 5.29720
H -2.48224 0.49331 3.51814
H -5.16742 2.83375 4.48554
H -5.89953 0.59597 3.68747
H -5.81372 0.63679 5.45509
H -4.49501 -0.08584 4.52149
C -8.35519 11.07265 -0.22226
C -8.66021 11.27284 1.24497
O -7.82377 11.07076 2.11192
N -9.90970 11.68851 1.57481
C -11.02560 11.97631 0.69183
H -7.32667 10.73828 -0.32260
H -9.00945 10.31271 -0.64981
H -8.47672 12.00773 -0.77077
H -10.04584 11.80120 2.56676
H -11.33895 13.01334 0.82103
H -11.86757 11.32852 0.94013
H -10.75399 11.81758 -0.34544
C 3.19270 -12.70608 -0.59053
C 2.97551 -11.22663 -0.38473
O 2.63912 -10.76615 0.70057
N 3.15849 -10.40702 -1.44302
C 3.55499 -10.75815 -2.79363
H 3.00477 -13.21858 0.34726
H 2.50686 -13.09318 -1.34445
H 4.21994 -12.90368 -0.89724
H 2.98094 -9.43371 -1.23366
H 4.48060 -10.24093 -3.05079
H 2.77924 -10.44644 -3.49483
H 3.71051 -11.82645 -2.89276

143
Properties=species:S:1:pos:R:3 method="wB97M-V/def2-TZVPD" smiles="CCOC(=O)C(F)(F)F.CCOC(=O)C(F)(F)F.COCCOCCOC.COCCOCCOC.COCCOCCOC.COCCOCCOC.COCCOCCOC" charge=0 e_tot_ha=-3524.1273 max_force_ev_per_a=4.62 homo_lumo_gap_ev=9.9372
C -18.05795 -2.66957 3.73203
C -18.80349 -1.70624 2.77784
O -19.72872 -1.01813 3.64229
C -20.59288 -0.15144 3.15381
O -20.84370 -0.09136 1.95378
C -21.51538 0.53833 4.23173
F -21.40899 1.86367 3.98437
F -22.76332 0.23317 3.98087
F -21.21081 0.26337 5.48122
H -17.72096 -2.12103 4.61160
H -17.27138 -3.21721 3.21290
H -18.76026 -3.39025 4.15093
H -19.31816 -2.27536 2.00369
H -18.02546 -1.12786 2.27958
C -5.48510 2.35847 2.31209
C -5.58754 2.32162 0.76547
O -6.75516 1.61531 0.26219
C -7.97943 2.17503 0.26890
O -8.13919 3.39137 0.39644
C -9.08848 1.18177 -0.01451
F -10.01536 1.30887 0.87037
F -9.67981 1.61626 -1.15334
F -8.72507 -0.15141 -0.06747
H -5.54831 1.37382 2.77530
H -6.31139 2.88720 2.78726
H -4.62974 2.94965 2.63916
H -4.65881 1.91796 0.36220
H -5.59556 3.35174 0.40926
C -12.98770 1.76901 1.94806
O -13.34358 0.96588 0.92562
C -14.31818 -0.00125 1.16428
C -14.11044 -0.91650 2.38523
O -14.06162 -0.27003 3.57886
C -13.86409 -1.01744 4.78299
C -14.74682 -2.18699 5.00663
O -14.80731 -2.54402 6.43621
C -15.78911 -3.48058 6.82569
H -12.40265 2.62821 1.62007
H -12.33651 1.14731 2.56251
H -13.69416 2.40530 2.48110
H -14.37826 -0.66881 0.30471
H -15.32223 0.40982 1.26918
H -13.39393 -1.73610 2.33071
H -15.03189 -1.48532 2.50958
H -13.81241 -0.28127 5.58517
H -12.85570 -1.42096 4.87472
H -14.48344 -3.07548 4.43278
H -15.75224 -1.85168 4.75205
H -15.63011 -4.39636 6.25635
H -16.78396 -3.11083 6.57736
H -15.85766 -3.71015 7.88904
C -16.58973 4.29426 3.21386
O -16.89218 2.93973 2.96400
C -17.83925 2.36252 3.86188
C -17.14837 1.96136 5.20203
O -18.25256 1.38871 5.92786
C -17.88089 0.68617 7.10102
C -17.06338 1.37679 8.17790
O -16.82336 0.58766 9.32584
C -15.93347 -0.51964 9.29410
H -15.84597 4.36264 4.00774
H -17.41778 4.92280 3.54154
H -16.14635 4.69413 2.30194
H -18.30206 1.44438 3.50002
H -18.69640 3.03567 3.87744
H -16.66495 2.84989 5.60812
H -16.43482 1.14278 5.10779
H -17.36020 -0.16419 6.66070
H -18.71610 0.10421 7.49071
H -17.71170 2.15781 8.57510
H -16.14270 1.90791 7.93629
H -14.92641 -0.10746 9.35762
H -16.04094 -1.00047 8.32181
H -16.19709 -1.21757 10.08877
C -13.17775 -7.15312 6.29107
O -12.37601 -6.51430 7.19941
C -13.15242 -5.74294 8.10032
C -12.20758 -4.89014 8.91869
O -12.69921 -3.97686 9.76384
C -13.58445 -4.49704 10.72918
C -14.17266 -3.26521 11.31685
O -14.86662 -3.67084 12.48867
C -15.55193 -2.52126 13.01235
H -12.47576 -7.36635 5.48494
H -13.96434 -6.54190 5.84858
H -13.66048 -8.02886 6.72481
H -13.57643 -6.40804 8.85261
H -13.86979 -5.08774 7.60615
H -11.52780 -4.35952 8.25202
H -11.44689 -5.36488 9.53842
H -13.06691 -4.99198 11.55095
H -14.40380 -5.11628 10.36410
H -14.81918 -2.86441 10.53616
H -13.35676 -2.57118 11.51869
H -16.23455 -2.02467 12.32277
H -14.81808 -1.79540 13.36265
H -16.20220 -2.82695 13.83199
C -11.74566 5.78377 2.35019
O -11.30454 5.69184 3.66946
C -10.37329 4.60387 4.03645
C -9.34827 4.83987 5.14399
O -10.04656 5.17599 6.31029
C -9.23261 5.74496 7.39021
C -9.86312 6.87417 8.22706
O -9.19239 7.50326 9.26865
C -8.45204 6.69491 10.10142
H -11.16597 6.37579 1.64198
H -12.64932 6.39247 2.31861
H -11.85655 4.82791 1.83821
H -9.71770 4.38408 3.19383
H -10.83116 3.62726 4.19356
H -8.83634 5.73923 4.80169
H -8.73200 3.96367 5.34547
H -8.32204 6.19293 6.99238
H -8.79313 4.96291 8.00937
H -10.89697 6.67544 8.50947
H -9.96843 7.67078 7.49059
H -7.55858 6.33228 9.59317
H -8.96538 5.77850 10.39258
H -8.30472 7.10689 11.09976
C -18.12449 -10.40198 -3.71574
O -18.76684 -9.27880 -3.06159
C -19.16814 -9.54591 -1.71402
C -19.63532 -8.31357 -0.97596
O -18.68281 -7.18345 -0.94989
C -19.28777 -5.92420 -0.79105
C -18.12273 -4.91707 -0.68247
O -17.34143 -5.03406 0.47406
C -16.33871 -4.08519 0.63504
H -17.67549 -9.94149 -4.59577
H -18.60049 -11.36786 -3.88475
H -17.24959 -10.81042 -3.20995
H -18.41774 -10.04110 -1.09776
H -20.07476 -10.14993 -1.74996
H -19.85853 -8.62340 0.04496
H -20.53874 -7.98120 -1.48729
H -20.10204 -5.90363 -0.06673
H -19.76764 -5.65023 -1.73061
H -18.49789 -3.89678 -0.76222
H -17.49632 -5.04530 -1.56523
H -15.52390 -4.32860 -0.04681
H -15.79553 -4.16815 1.57640
H -16.69823 -3.05905 0.55831

128
Properties=species:S:1:pos:R:3 method="wB97M-V/def2-TZVPD" charge=-2 e_tot_ha=-2165.7840 max_force_ev_per_a=4.40 homo_lumo_gap_ev=2.2106
O 0.69924 0.80169 4.47450
C 0.39257 1.10835 3.15439
C 1.52604 0.89300 2.04476
O 2.88664 1.20215 2.29082
H -0.08659 2.08311 3.06307
H -0.45165 0.44833 2.95497
H 1.18381 1.26454 1.07888
H 1.46959 -0.15774 1.76039
C 3.10518 -1.11198 -3.41368
C 4.27952 -0.40198 -2.67393
C 5.30550 0.03692 -3.73723
C 4.81359 1.24309 -4.59143
C 4.46442 2.38769 -3.72493
C 3.50772 2.05612 -2.67940
N 4.05299 0.83849 -1.94534
O 3.23502 0.53424 -0.84572
C 3.46078 3.23368 -1.65320
C 2.15753 1.84648 -3.26600
C 5.01118 -1.43888 -1.85582
H 2.16095 -1.07919 -2.87013
H 3.19352 -2.19766 -3.45377
H 2.81493 -0.74844 -4.39942
H 6.24144 0.35326 -3.27674
H 5.32170 -0.92829 -4.24339
H 4.03330 1.00925 -5.31570
H 5.64826 1.65083 -5.16168
H 4.26540 3.37933 -4.13131
H 5.39288 2.70469 -3.24999
H 3.01209 4.15885 -2.01493
H 2.97963 2.96224 -0.71357
H 4.47697 3.33164 -1.27129
H 1.35851 1.60662 -2.56447
H 1.86698 2.76267 -3.78008
H 2.14432 1.07328 -4.03417
H 5.50492 -2.27768 -2.34648
H 4.25429 -1.92949 -1.24384
H 5.77280 -0.94784 -1.25009
H 2.51292 0.12314 -1.32653
C -0.38092 4.83248 -1.57425
C -1.70333 3.95647 -1.59884
C -1.90668 3.37222 -0.19596
C -2.28988 4.39550 0.90176
C -3.62198 4.95336 0.41341
C -3.72780 5.53145 -0.94949
N -2.97114 4.63140 -1.86936
O -3.01005 5.10868 -3.21165
C -5.23918 5.61936 -1.18360
C -3.14624 6.90689 -1.00186
C -1.57743 2.75300 -2.59287
H 0.46369 4.31002 -2.02344
H -0.16407 5.52115 -0.75767
H -0.58383 5.57018 -2.35061
H -2.68127 2.60652 -0.23833
H -0.90137 3.05813 0.08475
H -1.60142 5.23807 0.83692
H -2.20768 3.95120 1.89370
H -3.85285 5.65182 1.21774
H -4.36861 4.19376 0.64502
H -5.70527 4.63982 -1.29021
H -5.68110 6.25617 -0.41725
H -5.56500 5.99337 -2.15419
H -2.11084 6.82951 -1.33362
H -3.77240 7.57679 -1.59116
H -3.23214 7.40687 -0.03711
H -1.33765 3.15126 -3.57877
H -2.52194 2.21315 -2.66048
H -0.89062 1.95981 -2.29751
H -3.78443 4.64908 -3.54438
C -4.17041 -3.35211 -2.04374
C -3.44638 -1.99737 -2.40731
C -4.04717 -0.80509 -1.58654
C -3.56625 -0.78154 -0.24544
C -2.01534 -0.58274 -0.31577
C -1.30232 -1.87636 -0.85434
N -1.89183 -2.16007 -2.16553
O -1.27175 -3.12350 -2.90367
C 0.19506 -1.56063 -1.10104
C -1.54975 -3.12519 0.02054
C -3.66970 -1.75375 -3.86653
H -4.42406 -3.29571 -0.98516
H -3.54783 -4.24637 -2.01587
H -5.02751 -3.45811 -2.70876
H -3.83505 0.18537 -1.98914
H -5.09532 -1.09716 -1.52197
H -3.84265 -1.69394 0.28297
H -3.93639 0.08142 0.30810
H -1.65080 -0.53816 0.71050
H -1.59764 0.35290 -0.68751
H 0.57072 -1.22822 -0.13332
H 0.86421 -2.33957 -1.46654
H 0.19183 -0.72515 -1.80109
H -2.55839 -3.53835 0.01351
H -0.92433 -3.98431 -0.22207
H -1.27006 -2.84174 1.03520
H -3.38112 -0.73905 -4.14078
H -4.64025 -1.85702 -4.35179
H -3.00010 -2.39491 -4.43981
H -1.06101 -3.87489 -2.34456
C -0.96322 -3.08515 5.36877
C 0.51984 -3.26995 5.83658
C 0.60385 -4.78514 6.41505
C 0.62468 -5.85152 5.24593
C 1.73738 -5.61985 4.18399
C 1.80588 -4.16694 3.70656
N 1.53584 -3.09950 4.71050
O 2.05070 -1.80144 4.54746
C 3.20831 -4.09577 3.04506
C 0.78369 -3.84040 2.66051
C 0.90003 -2.35638 7.00268
H -0.92895 -2.20329 4.72904
H -1.62853 -3.68039 4.74336
H -1.54135 -2.73832 6.22526
H 1.54804 -4.73697 6.95752
H -0.28055 -4.96393 7.02658
H 0.55905 -6.90724 5.50907
H -0.35587 -5.83617 4.77013
H 1.61795 -6.37443 3.40653
H 2.65831 -5.95465 4.66138
H 3.56247 -3.09633 2.79248
H 3.33541 -4.90024 2.32066
H 4.07276 -4.24695 3.69156
H -0.25864 -3.90385 2.97294
H 0.72608 -4.37939 1.71485
H 0.92015 -2.84063 2.24825
H 1.91403 -2.55848 7.34773
H 0.87424 -1.32493 6.65117
H 0.17219 -2.37383 7.81388
H 1.23210 -1.36883 4.29379